Record 1
The following is a quantum chemistry calculation of a cluster of 19 separate species, C25H44BCl36N2O2 in total at a distorted geometry, from OMol25.

Values from the calculation:
- total charge = +1
- energy (a.u.) = -17830.4289
- HOMO-LUMO gap (eV) = 8.02
- lowest unoccupied orbital energy (eV) = -3.749

Atoms and positions in Å:
H 2.73886 5.20268 -4.39411
Cl 1.15978 -5.06591 0.46201
H 4.69655 -1.58039 2.15181
C -1.62482 9.09676 -5.20245
Cl -0.45587 8.54316 -3.99691
Cl -2.81996 7.84205 -5.57117
Cl 2.57818 0.22342 9.24296
Cl -3.14903 -0.00139 -4.56297
Cl 5.30079 0.61781 -3.67133
C -7.47356 -5.87922 -1.66804
H 3.23018 -5.47558 -5.85532
C -4.68876 7.79151 -2.30534
C -2.89829 4.60433 -0.78539
Cl 0.53666 -2.15286 -1.02919
H 3.17917 6.70833 -3.55963
H -4.60424 6.84652 -1.78514
H -2.00271 -0.70374 -6.49350
H 6.25919 -0.10661 5.54061
H 2.63174 -1.51815 -1.92980
Cl 7.25597 1.76550 10.12121
H -7.50347 -5.33261 -2.60270
Cl -5.80649 -6.40999 -1.37864
C 0.90620 -0.17747 5.51839
H 0.75295 -3.23867 3.60705
Cl -8.05812 -4.83065 -0.37616
Cl 6.41031 -0.18931 8.11733
C 3.21732 5.62641 -3.51912
Cl -6.16814 8.60273 -1.78205
C 2.39561 -4.79272 -5.75011
H -2.25678 1.63709 -0.70062
B -1.20502 0.87145 0.98869
Cl -3.24606 8.74917 -1.94072
Cl -4.65093 4.58678 -0.54178
Cl 0.09222 12.14711 -7.21087
Cl -2.17923 -7.10887 -0.52391
Cl -3.52293 -4.00681 5.34739
H -4.73834 -2.45425 4.06543
C -0.24841 -2.68151 1.96367
Cl 3.47492 -3.17935 0.91688
H 5.40763 2.67811 -2.54059
Cl -0.56397 -5.51337 -2.37084
H 1.52995 -1.81400 9.76732
H -4.52505 -4.00651 3.22005
C -4.04619 -3.25783 3.84053
C 5.00489 1.70146 -2.30904
H 5.25100 -1.69404 0.47112
Cl 5.48587 0.53088 3.41117
H -3.35738 1.23831 0.58275
H 0.44052 1.81477 0.91063
Cl 1.15654 -1.27839 -3.74404
N 0.35097 -2.45303 3.10553
H -4.06538 -8.13885 2.10398
C -4.31040 -7.18684 1.64819
Cl -3.02853 -6.02463 2.02739
H -3.44515 -1.69109 -6.17345
Cl 1.65058 -4.99817 -4.15316
H 0.05078 0.78740 3.39258
Cl 2.34279 5.08750 -2.07860
H -2.13877 9.96574 -4.81588
Cl -2.44042 3.76676 -2.27213
O 1.14539 -1.23426 4.79637
H -4.73759 7.62959 -3.37572
H -4.37306 -7.29334 0.57408
C 1.63198 -6.45533 -0.53759
C 0.45746 -1.24879 3.61793
C -2.12131 -5.66497 -1.54566
Cl 1.60518 -1.83827 7.41365
H 6.75780 -0.50977 10.42340
Cl -2.65970 -2.57909 2.94312
H 3.18072 -2.04739 9.15049
H -2.56521 5.63477 -0.85036
N 0.71209 0.83403 6.07384
H 2.20905 -6.09317 -1.38129
H -1.97118 12.42123 -8.30639
H 5.48566 1.29490 -1.42597
C -1.57253 12.72531 -7.34607
C -2.46145 0.89275 0.06685
H -1.24552 -1.77064 0.31218
H -1.57645 13.80544 -7.26402
H -2.90282 -5.73424 -2.29354
Cl -1.56977 -2.43103 -4.95824
C 4.38442 -1.67152 1.12221
C -0.75808 -1.65733 1.25299
C 6.52824 -0.36972 4.52478
Cl 6.34320 -2.11711 4.32237
C 6.33999 0.28962 9.82292
C 2.25519 -1.49748 9.02744
H 5.30386 0.45954 10.08982
H -2.27486 -4.78964 -0.92306
H -2.42190 4.11106 0.05481
H 1.64981 -4.99314 -6.50994
H -0.29337 -3.67110 1.54808
H 0.74187 -6.95498 -0.88179
Cl 3.38372 -0.27077 0.69770
Cl 3.27523 1.86880 -1.98196
Cl -5.87073 -6.64005 2.25634
O -0.47761 2.03284 1.13062
H 7.55945 -0.10216 4.32876
C -0.65763 -0.40373 1.76939
C -0.04068 -0.20037 2.97711
Cl 4.91460 5.13153 -3.50266
C 1.77677 -2.07274 -2.30230
H -8.10895 -6.75477 -1.72412
H -1.09501 9.35248 -6.11204
H -2.67126 -0.04791 -0.43759
Cl -2.59811 12.05597 -6.06987
Cl 2.96401 -3.13476 -5.91198
Cl 2.61326 -7.60400 0.37529
H 2.07023 -3.08533 -2.55657
C -2.58460 -1.20535 -5.72948

These are the Mulliken partial charges, in e, on atoms 1 to 8:
1 H 0.280
2 Cl 0.150
3 H -0.212
4 C -0.031
5 Cl -0.155
6 Cl -0.165
7 Cl -0.154
8 Cl -0.124

---

Record 2
The following is a quantum chemistry calculation of a structure of composition C25H44BN8O2SSbSi3Ti, from OMol25.

Values from the calculation:
- energy relative to the best compared isomer or geometry (same formula, charge and spin) (kJ/mol) = 5.1
- energy (a.u.) = -3949.0244
- multiplicity = 3
- HOMO-LUMO gap (alpha / beta) (eV) = 6.77 / 8.68
- lowest unoccupied orbital energy (alpha / beta) (eV) = 0.598 / 0.497

Atoms and positions in Å:
C -2.34220 -1.21686 -4.18306
C 4.02676 1.96757 1.53462
H -3.67974 -3.31264 2.96453
H -2.94393 -1.99914 -4.65461
H -4.06980 -0.88479 -1.35844
C -0.47036 -1.03624 4.98427
H -2.07733 -2.82043 1.81092
C -2.12141 -2.47111 5.21187
H -3.55400 3.08583 -2.77362
S 1.68269 0.98912 2.43435
N 1.81745 -0.24555 1.48454
H 2.12161 -2.72408 -2.04598
N 5.12381 5.06282 -0.11687
C 1.52841 -0.56746 -4.24636
C -1.12928 -1.82412 5.93301
H -0.16950 -3.30274 -3.04458
H 2.22221 2.14048 -2.45312
H 3.64497 -1.82965 -2.09817
C 2.61745 -1.80602 -1.72357
C -1.04032 -3.32844 -2.38586
H 2.01067 -5.23166 2.61642
H 4.67142 5.74676 -0.70002
C 2.73518 1.24971 -2.08170
C 2.12584 3.42037 1.25075
Si 1.74548 -0.29775 -2.40423
O 0.26833 1.44927 2.30456
H 5.89254 2.70169 0.79832
B -2.86330 -2.47700 2.68478
N -1.03913 -1.18481 3.79149
H -1.69135 -4.14068 -2.71954
H 2.51424 5.29425 0.28650
H 1.06761 3.60404 1.37880
H 0.91077 -1.44558 -4.44365
H -2.87621 -3.17590 5.51818
H -0.69348 -3.56652 -1.37750
H -1.06006 4.53132 -1.50892
H -1.43056 -1.09462 -4.76984
H -0.14827 -4.05513 1.97306
C 2.67051 2.22823 1.69233
C -3.54020 -1.83822 -1.41775
C 0.80426 -3.54332 2.03411
C 1.98141 -4.17518 2.39446
C -0.69337 2.43592 -3.99031
Sb -0.48568 0.00184 -1.20340
O 2.11394 0.76808 3.79129
H -0.91309 -1.91339 6.98269
H 5.99112 4.72580 -0.49977
C -4.89372 0.46106 1.52556
C -0.70447 3.56105 -1.15199
C 3.11766 -3.38951 2.48096
C -4.84626 -0.81547 2.07251
H -4.21047 -2.57298 -1.87254
N -2.77333 -0.22572 1.66248
H 2.66416 -1.79944 -0.63419
H 2.89576 1.37452 -1.01113
H -3.12472 1.65985 0.83931
C 4.29959 4.11107 0.46148
C 2.93721 4.35948 0.63561
H -0.98229 1.61288 -4.64639
N 0.78950 -2.24302 1.76077
Ti -0.61268 -0.50013 1.72531
H 2.50820 -0.74487 -4.69900
H -2.90607 -0.28458 -4.24165
H 0.38776 3.58380 -1.12661
H 1.07109 0.28573 -4.74969
H -1.11376 3.35975 -4.39727
H -1.05225 3.42285 -0.12473
H -5.63014 -1.46872 2.41568
Si -1.95949 -1.69381 -2.40700
H 0.37452 -0.37433 5.09715
N 3.11858 -2.08281 2.21679
C -3.55798 0.77225 1.26466
H 0.39417 2.52586 -4.01447
H 4.43428 1.02242 1.87332
N -2.04792 -2.06950 3.93706
H 3.71125 1.19189 -2.57247
C 4.83542 2.90219 0.92596
H 4.06782 -3.82037 2.77498
H -5.76474 1.06358 1.33649
N -3.56601 -1.18906 2.15473
H -3.32769 -2.15815 -0.39490
H -3.62572 2.15190 -1.28063
C -3.19864 2.17601 -2.28107
Si -1.32082 2.17491 -2.24621
H -3.59919 1.32267 -2.83035
C 1.95524 -1.55732 1.86648

These are the Mulliken partial charges, in e, on atoms 1 to 8:
1 C -0.974
2 C -0.699
3 H -0.141
4 H 0.400
5 H 0.216
6 C -0.429
7 H -0.149
8 C -0.156

---

Question: Which of these has the lowest energy?
Answer: C25H44BCl36N2O2

---

Question: The highest energy belongs to which entry?
Answer: C25H44BN8O2SSbSi3Ti

---

Question: Which of these has the lowest energy?
Answer: C25H44BCl36N2O2

---

Question: Number 1 is which compound?
Answer: C25H44BCl36N2O2